Below is a molecular structure, C44H59F15N13RbS, with properties calculated with wB97M-V/def2-TZVPD.

CARTESIAN COORDINATES (ANGSTROEM)
Rb1 -0.96892 0.99293 -0.48317
C1 1.95587 -5.04877 -3.30300
N1 1.83594 -3.61607 -3.18370
C2 3.01637 -2.87856 -3.56071
C3 0.96157 -3.04974 -2.22395
N2 0.25497 -2.00464 -2.43205
C4 0.06122 -1.51176 -3.77999
C5 0.79042 -0.20155 -4.10381
N3 0.46454 0.93362 -3.25612
C6 -0.55955 1.80054 -3.82387
C7 -1.91499 1.14732 -4.07620
N4 -2.39234 0.51994 -2.86708
C8 -3.62434 0.24469 -2.67338
N5 -3.99975 -0.61991 -1.66352
C9 -5.00514 -0.16521 -0.70753
C10 -2.98586 -1.47730 -1.07027
N6 -4.68062 0.77029 -3.43449
C11 -5.88109 -0.00003 -3.66130
C12 -4.86120 2.20812 -3.46553
C13 1.60794 1.76099 -2.88110
C14 2.81520 1.05395 -2.27330
N7 2.50534 0.36292 -1.04401
C15 3.43064 0.20476 -0.16692
N8 3.17516 -0.41023 1.02500
C16 4.13068 -0.57644 2.09950
C17 1.82890 -0.82412 1.36613
N9 4.78847 0.61704 -0.30612
C18 5.12316 1.92687 0.19829
C19 5.55552 0.14234 -1.43013
N10 0.88215 -3.75986 -1.04452
C20 2.13815 -4.04180 -0.35239
C21 -0.23078 -3.45996 -0.15601
H1 2.06365 -5.31919 -4.35924
H2 1.06169 -5.52424 -2.90761
H3 2.82407 -5.45674 -2.76642
H4 3.91372 -3.28390 -3.06720
H5 2.91128 -1.84271 -3.25434
H6 3.18358 -2.91524 -4.64351
H7 -1.01313 -1.36009 -3.90195
H8 0.38616 -2.24174 -4.53767
H9 0.60765 0.03842 -5.16731
H10 1.85545 -0.39447 -4.03121
H11 -0.21166 2.25079 -4.77546
H12 -0.70152 2.63158 -3.12589
H13 -1.82289 0.39424 -4.86993
H14 -2.57336 1.92544 -4.47675
H15 -5.64041 0.59818 -1.14812
H16 -4.52213 0.26726 0.17563
H17 -5.62192 -1.00427 -0.37989
H18 -2.21472 -1.70239 -1.80282
H19 -3.45758 -2.39332 -0.70907
H20 -2.53139 -1.01873 -0.18757
H21 -5.66732 -1.05962 -3.54451
H22 -6.23656 0.17617 -4.68185
H23 -6.69791 0.26444 -2.97661
H24 -3.99294 2.70668 -3.04365
H25 -5.72966 2.50246 -2.86259
H26 -5.01988 2.56300 -4.48982
H27 1.26246 2.48109 -2.13181
H28 1.97740 2.36010 -3.73758
H29 3.57421 1.83752 -2.14152
H30 3.24630 0.35598 -3.00397
H31 4.07543 -1.60243 2.47429
H32 3.89548 0.09233 2.93569
H33 5.13867 -0.37689 1.75273
H34 1.21471 -0.74284 0.47656
H35 1.42727 -0.20245 2.16816
H36 1.83103 -1.85776 1.72439
H37 4.49450 2.15815 1.05849
H38 4.98084 2.72380 -0.54706
H39 6.16916 1.94850 0.52267
H40 5.13633 -0.79903 -1.78499
H41 6.58818 -0.04565 -1.11544
H42 5.58533 0.84317 -2.27628
H43 2.91956 -4.28694 -1.06849
H44 2.00281 -4.87057 0.33887
H45 2.46752 -3.18069 0.23706
H46 -1.16684 -3.59203 -0.69493
H47 -0.19758 -2.43879 0.23107
H48 -0.18310 -4.14652 0.68876
C22 1.03173 2.61358 4.32089
N11 0.42751 2.92808 3.04244
C23 -0.54974 1.92195 2.66135
C24 -1.93658 1.94309 3.28908
N12 -2.68472 0.90433 2.58364
C25 -3.81487 0.48293 3.12277
C26 -4.39517 -0.75261 2.68639
F1 -3.70780 -1.49541 1.78980
C27 -5.58506 -1.26698 3.13503
F2 -6.03255 -2.44437 2.65271
C28 -6.32800 -0.60762 4.10293
F3 -7.51094 -1.10296 4.54439
C29 -5.81784 0.58113 4.58512
F4 -6.52858 1.26650 5.50394
C30 -4.62713 1.10401 4.12403
F5 -4.28447 2.32165 4.61934
C31 1.42063 3.06680 1.97612
C32 1.07402 4.10360 0.89543
N13 -0.14465 3.84749 0.14540
C33 -1.25988 4.48304 0.48861
C34 -2.47737 4.17709 -0.21562
F6 -2.43172 3.29238 -1.26166
C35 -3.71525 4.73454 -0.01284
F7 -4.75009 4.34468 -0.78380
C36 -3.90890 5.69349 0.96217
F8 -5.11979 6.24836 1.19007
C37 -2.79101 6.05337 1.68849
F9 -2.91714 6.99230 2.64406
C38 -1.54779 5.49570 1.46517
F10 -0.56504 6.00271 2.25682
H49 1.73739 3.39612 4.60629
H50 1.56669 1.64575 4.31418
H51 0.25726 2.55764 5.08644
H52 -0.15709 0.89702 2.76647
H53 -0.76476 2.10287 1.62399
H54 -2.35128 2.95240 3.16324
H55 -1.88838 1.74838 4.37010
H56 1.60941 2.09042 1.49207
H57 2.37205 3.38168 2.42173
H58 1.91635 4.07583 0.18641
H59 1.10095 5.08714 1.36471
F11 7.23906 -4.94780 4.19441
C39 5.92078 -4.78464 3.96076
C40 5.19756 -3.80582 4.61747
F12 5.83111 -3.00984 5.49915
C41 3.84809 -3.64713 4.37421
F13 3.22502 -2.67407 5.05340
C42 3.11961 -4.44278 3.46636
S1 1.44083 -4.23832 3.16971
C43 3.90720 -5.41778 2.82550
F14 3.34227 -6.25638 1.93901
C44 5.25712 -5.59105 3.05800
F15 5.94138 -6.55291 2.40805

HOMO-LUMO gap = 4.98 eV
Spin multiplicity = 1
Charge = -2
Relative energy (zero: lowest compared OMol25 entry of this formula, charge and spin) = 19.97 kcal/mol

***

Below is a molecular structure, C44H59N2OP2RbS5Si, with properties calculated with wB97M-V/def2-TZVPD.

CARTESIAN COORDINATES (ANGSTROEM)
Rb1 -1.92870 0.00455 -1.54826
C1 -0.84482 4.21492 -0.87331
Si1 0.17393 2.56164 -0.84725
C2 1.75810 3.09037 -1.85558
C3 2.07042 4.44729 -2.03340
C4 3.09510 4.88325 -2.85673
C5 3.85584 3.95156 -3.54984
C6 3.57813 2.60402 -3.39626
C7 2.54696 2.15512 -2.56350
P1 2.15238 0.35597 -2.39944
C8 2.90343 -0.39097 -3.96414
C9 4.39965 -0.77090 -3.98299
C10 4.67157 -1.90271 -4.97338
C11 3.98467 -3.19626 -4.50889
C12 2.64311 -2.90223 -3.81650
C13 2.04142 -1.61400 -4.36469
C14 3.33735 -0.17895 -1.05851
C15 4.61468 0.63746 -0.87921
C16 5.60421 -0.11938 0.02274
C17 4.87871 -0.94727 1.09710
C18 3.55979 -0.28341 1.48034
C19 2.59189 -0.26455 0.28484
C20 0.79896 2.82571 0.98627
C21 1.99109 3.49254 1.30262
C22 2.33500 3.82380 2.60524
C23 1.46647 3.52203 3.64517
C24 0.29267 2.83950 3.36577
C25 -0.02930 2.45151 2.06398
P2 -1.48248 1.36322 1.70345
C26 -2.70565 1.83822 3.05867
C27 -2.80603 0.96012 4.32379
C28 -4.21332 0.99939 4.91627
C29 -5.21832 0.35783 3.94830
C30 -4.86762 0.67051 2.48312
C31 -4.09629 1.98055 2.39293
C32 -0.66867 -0.27082 2.11365
C33 -1.58088 -1.49497 1.96079
C34 -0.75202 -2.79090 1.88876
C35 0.51312 -2.73197 2.75739
C36 0.31847 -1.77740 3.92739
C37 0.16699 -0.34243 3.41117
H1 -0.35757 5.07452 -0.39773
H2 -1.78042 4.03283 -0.33426
H3 -1.11520 4.49063 -1.89726
H4 1.47835 5.19021 -1.50940
H5 3.29709 5.94412 -2.96380
H6 4.65752 4.26987 -4.20735
H7 4.17882 1.89271 -3.94662
H8 2.73217 0.38661 -4.71655
H9 4.73248 -1.10782 -2.99793
H10 5.01585 0.09713 -4.22599
H11 5.74821 -2.06279 -5.08354
H12 4.29758 -1.61254 -5.96000
H13 4.64675 -3.73605 -3.82505
H14 3.82394 -3.85225 -5.36975
H15 2.78336 -2.79196 -2.73726
H16 1.94661 -3.73246 -3.93470
H17 1.01954 -1.49231 -4.00459
H18 1.98385 -1.68837 -5.45704
H19 3.61627 -1.20044 -1.34140
H20 4.34489 1.59798 -0.42927
H21 5.08280 0.87638 -1.83515
H22 6.28367 0.59529 0.49772
H23 6.22489 -0.78060 -0.59084
H24 5.51979 -1.08000 1.97268
H25 4.66629 -1.95018 0.71287
H26 3.75369 0.74244 1.81290
H27 3.10064 -0.79979 2.32624
H28 1.91151 0.58268 0.38738
H29 1.96938 -1.16505 0.27631
H30 2.66073 3.77956 0.49850
H31 3.26809 4.34051 2.80637
H32 1.70597 3.80019 4.66555
H33 -0.36999 2.58985 4.18657
H34 -2.38449 2.84188 3.35524
H35 -2.07239 1.28155 5.06730
H36 -2.57005 -0.07997 4.09492
H37 -4.49227 2.03911 5.11452
H38 -4.23427 0.48242 5.87997
H39 -6.22538 0.71832 4.17744
H40 -5.23217 -0.72510 4.10074
H41 -5.76924 0.70539 1.86978
H42 -4.25331 -0.12898 2.05933
H43 -4.66883 2.77194 2.89022
H44 -3.98164 2.28383 1.35096
H45 0.03061 -0.32826 1.26938
H46 -2.18768 -1.42752 1.05303
H47 -2.29273 -1.54514 2.78937
H48 -0.48632 -2.99346 0.85022
H49 -1.38024 -3.62879 2.19851
H50 1.36152 -2.38020 2.16132
H51 0.77615 -3.73428 3.10498
H52 1.15574 -1.82831 4.63046
H53 -0.57774 -2.07287 4.48611
H54 1.15474 0.07708 3.21054
H55 -0.26120 0.27871 4.19508
O1 -9.95796 -0.78682 -2.36466
C38 -8.76768 -0.66937 -2.16372
S1 -7.82522 -1.74722 -1.14420
C39 -6.25299 -0.97295 -1.36914
C40 -6.19174 0.14162 -2.15093
S2 -4.89508 1.18828 -2.55538
S3 -7.76142 0.60501 -2.84236
S4 -4.94532 -1.69480 -0.45738
S5 -0.68183 -3.06993 -2.14352
C41 -2.16293 -3.71735 -1.53601
N1 -3.32414 -3.26815 -2.13929
C42 -4.59101 -3.27977 -1.47625
C43 -4.64285 -4.46642 -0.59210
C44 -3.48436 -5.02805 -0.21016
N2 -2.22289 -4.61229 -0.57879
H56 -3.18213 -2.57568 -2.85882
H57 -5.39764 -3.24714 -2.20910
H58 -5.60131 -4.80803 -0.22703
H59 -3.49783 -5.88115 0.46387

HOMO-LUMO gap = 5.08 eV
Spin multiplicity = 1
Charge = -2
Relative energy (zero: lowest compared OMol25 entry of this formula, charge and spin) = 0.00 kcal/mol